The following is a DFT calculation (ωB97M-V with the def2-TZVPD basis set) of a cluster of 2 separate species, C2NO4S3 in total.

```
10
Properties=species:S:1:pos:R:3
C 0.38 -1.81 -2.42
C -1.58 0.63 0.55
N 0.95 -1.78 -3.43
O -1.65 0.92 1.69
O -0.24 -2.16 0.11
O 1.23 1.35 2.99
O 1.27 2.72 0.98
S -0.82 -1.86 -1.27
S -0.71 0.58 -0.75
S 1.17 1.41 1.56
```

HOMO level (spin up / spin down)   -0.0771 / -0.2052 Eh
Frontier orbital gap (spin up / spin down)   4.89 / 7.50 eV
Multiplicity   3
Charge   -1

natural (NBO) population analysis, charges in e, atoms 1 to 5: number 1, C, carries -0.0652; number 2, C, carries 0.1485; number 3, N, carries -0.3205; number 4, O, carries -0.5683; number 5, O, carries -0.9090

The following is a DFT calculation (ωB97M-V with the def2-TZVPD basis set) of a cluster of 2 separate species, C2NOS in total.

```
5
Properties=species:S:1:pos:R:3
C 1.22 0.31 -0.04
C -0.85 -0.41 0.02
N 2.23 0.84 0.02
O -0.81 -1.62 0.00
S -1.79 0.88 0.00
```

HOMO level (spin up / spin down)   -0.0306 / -0.1871 Eh
Frontier orbital gap (spin up / spin down)   4.38 / 6.16 eV
Multiplicity   3
Charge   -1

Computed natural (NBO) charges, given in elementary charges: number 1, C, carries 0.0840; number 2, C, carries 0.1392; number 3, N, carries -0.6240; number 4, O, carries -0.6405; number 5, S, carries 0.0413

The following is a DFT calculation (ωB97M-V with the def2-TZVPD basis set) of a cluster of 2 separate species, C2O2S in total.

```
5
Properties=species:S:1:pos:R:3
C -0.71 1.35 1.12
C 0.51 -1.10 -1.27
O -1.21 1.22 2.09
O 0.09 -0.50 -0.33
S 0.79 -1.76 -2.62
```

HOMO level   -0.4009 Eh
ΔE to the lowest compared entry with this formula, charge and spin   8.68 kcal/mol
Frontier orbital gap   11.37 eV

Computed natural (NBO) charges, given in elementary charges: number 1, C, carries 0.5019; number 2, C, carries 0.4113; number 3, O, carries -0.5012; number 4, O, carries -0.4769; number 5, S, carries 0.0649

The following is a DFT calculation (ωB97M-V with the def2-TZVPD basis set) of a cluster of 2 separate species, C2O2S2 in total.

```
6
Properties=species:S:1:pos:R:3
C -1.00 0.07 -1.25
C 1.23 0.52 1.59
O -2.14 0.02 -1.02
O 1.94 -0.43 1.70
S 0.21 1.63 1.70
S 0.47 0.13 -1.65
```

HOMO level   -0.3905 Eh
ΔE to the lowest compared entry with this formula, charge and spin   5.44 kcal/mol
Frontier orbital gap   11.06 eV

natural (NBO) population analysis, charges in e, atoms 1 to 5: number 1, C, carries 0.4074; number 2, C, carries 0.3763; number 3, O, carries -0.4566; number 4, O, carries -0.4707; number 5, S, carries 0.0923

The following is a DFT calculation (ωB97M-V with the def2-TZVPD basis set) of an isolated molecule of C2O3S.

```
6
Properties=species:S:1:pos:R:3
C 1.11 -0.29 0.29
C -0.81 0.37 -0.80
O 2.22 -0.45 -0.02
O -1.49 0.71 -1.69
O 0.30 -0.38 1.27
S -1.33 0.04 0.94
```

HOMO level   -0.3323 Eh
ΔE to the lowest compared entry with this formula, charge and spin   99.17 kcal/mol
Frontier orbital gap   8.32 eV

natural (NBO) population analysis, charges in e, atoms 1 to 5: number 1, C, carries 0.8739; number 2, C, carries 0.2413; number 3, O, carries -0.4496; number 4, O, carries -0.5002; number 5, O, carries -0.6048

The following is a DFT calculation (ωB97M-V with the def2-TZVPD basis set) of a structure of composition C2O6S.

```
9
Properties=species:S:1:pos:R:3
C -1.05 -0.37 -0.62
C 0.07 -1.18 -0.22
O -2.05 -0.62 -1.27
O 1.13 2.05 -0.29
O 0.93 0.81 1.75
O -0.09 -2.00 0.64
O 1.24 -0.35 -0.27
O -0.91 0.74 -0.12
S 0.73 0.92 0.39
```

HOMO level   -0.4386 Eh
ΔE to the lowest compared entry with this formula, charge and spin   0.00 kcal/mol
Frontier orbital gap   10.27 eV

natural (NBO) population analysis, charges in e, atoms 1 to 5: number 1, C, carries 0.6362; number 2, C, carries 0.6464; number 3, O, carries -0.4938; number 4, O, carries -0.8647; number 5, O, carries -0.8514